No. 1
Computed, not measured: a structure of composition C3H4AlLiO3 at a distorted geometry, with ωB97M-V with the def2-TZVPD basis set.

Structure (XYZ):
```
12
Properties=species:S:1:pos:R:3
Al 2.833 0.515 0.064
O 0.988 0.128 0.065
O -1.181 0.498 0.125
O 0.236 2.225 0.202
C 0.424 -1.202 -0.082
C -0.009 1.043 0.225
C -1.079 -0.962 0.046
Li -0.520 3.810 -0.411
H 0.631 -1.531 -1.117
H -1.499 -1.362 0.975
H -1.657 -1.330 -0.806
H 0.833 -1.833 0.712
```

## Properties
energy above the lowest of the compared OMol25 structures with the same formula, charge and spin	0.0	kcal/mol
multiplicity	2
E	-16086.239	eV
LUMO energy (spin up / spin down)	-0.5471 / -0.6756	hartree
orbital gap (spin up / spin down)	9.7646 / 6.2604	eV
charge	+3

---

No. 2
Computed, not measured: a cluster of 2 separate species, C3H4BNO2 in total at a distorted geometry, with ωB97M-V with the def2-TZVPD basis set.

Structure (XYZ):
```
11
Properties=species:S:1:pos:R:3
O 0.251 1.765 -0.047
O 2.156 0.109 -0.369
N -3.789 -1.272 0.021
C -3.005 -0.444 -0.079
C -2.025 0.487 -0.056
C 1.396 -0.840 0.326
B -0.743 0.984 -0.039
H 0.964 -0.612 1.235
H 1.327 -1.917 -0.093
H 2.340 0.087 -1.280
H 1.127 1.652 0.382
```

## Properties
energy above the lowest of the compared OMol25 structures with the same formula, charge and spin	145.2	kcal/mol
E	-9432.289	eV
LUMO energy (spin up / spin down)	-0.0109 / -0.0658	hartree
orbital gap (spin up / spin down)	8.6231 / 6.4331	eV

---

No. 3
Computed, not measured: a cluster of 2 separate species, C3H4Br2 in total at a distorted geometry, with ωB97M-V with the def2-TZVPD basis set.

Structure (XYZ):
```
9
Properties=species:S:1:pos:R:3
Br -0.830 2.648 -1.607
Br -2.345 -1.050 -0.659
C 0.213 0.465 0.445
C -0.690 -0.599 0.221
C 0.767 -0.963 0.186
H 1.127 -1.132 -0.812
H 0.292 0.964 1.475
H 0.216 1.143 -0.372
H 1.249 -1.476 1.124
```

## Properties
energy above the lowest of the compared OMol25 structures with the same formula, charge and spin	83.6	kcal/mol
E	-143256.100	eV
LUMO energy (spin up / spin down)	-0.0226 / -0.1256	hartree
orbital gap (spin up / spin down)	9.8914 / 4.7812	eV

---

No. 4
Computed, not measured: a structure of composition C3H4Br2S at a distorted geometry, with ωB97M-V with the def2-TZVPD basis set.

Structure (XYZ):
```
10
Properties=species:S:1:pos:R:3
Br -0.079 0.541 2.713
Br -2.334 0.850 -0.898
S 2.033 0.375 0.470
C 0.305 0.926 0.923
C -0.371 -1.300 -0.724
C -0.806 -0.103 -0.361
H 0.493 -1.782 -0.352
H 1.706 0.401 -0.834
H 0.073 2.008 0.595
H -1.021 -1.915 -1.533
```

## Properties
energy above the lowest of the compared OMol25 structures with the same formula, charge and spin	51.4	kcal/mol
E	-154093.253	eV
LUMO energy	0.0193	hartree
orbital gap	9.8485	eV

---

> Look up the energy above the lowest of the compared OMol25 structures with the same formula, charge and spin of the third one.

83.6 kcal/mol

---

> Among the records above, which one has the lowest energy above the lowest of the compared OMol25 structures with the same formula, charge and spin?

C3H4AlLiO3